Entry 1:
17
Properties=species:S:1:pos:R:3:mulliken_charge:R:1 method="wB97M-V/def2-TZVPD" multiplicity=1 e_above_lowest_ev=2.8909 total_charge=0
C -1.6477 0.5481 -0.8596 -0.9757
C -0.7175 0.9493 0.3270 0.1015
O -1.2927 0.5138 1.5323 -0.5732
N 0.6460 0.3583 0.2216 0.3080
N 0.8925 -0.9508 0.5793 -0.3917
C 2.2169 -1.1488 0.4312 -0.3366
C 2.8206 -0.0226 0.0759 -0.5934
C 1.7434 1.0315 -0.0748 0.6446
O 1.7741 2.1464 -0.6177 -0.7047
H -0.8917 0.3772 -1.6978 0.2739
H -2.0997 -0.4203 -0.4807 0.2646
H -2.4165 1.3191 -1.1743 0.3169
H -0.4514 1.9987 0.3130 0.3960
H -0.7737 0.0445 2.1701 0.3424
H 0.2656 -1.5881 0.2792 0.1677
H 2.7253 -2.0326 0.7102 0.4423
H 3.9045 0.2588 -0.0635 0.3175

Entry 2:
15
Properties=species:S:1:pos:R:3:mulliken_charge:R:1 method="wB97M-V/def2-TZVPD" multiplicity=1 e_above_lowest_ev=0.7192 total_charge=+1
C 0.3454 1.5358 -1.1383 -0.1841
C 0.6055 -0.5489 1.8970 -0.9109
C -0.9457 -1.1443 0.0032 -0.9753
C 0.0194 -0.2064 0.6112 0.7250
O -0.1473 0.5921 -2.0437 -0.4749
O 0.5545 0.8527 0.1463 -0.2134
H 1.3630 1.8271 -1.4366 0.2942
H -0.2563 2.4363 -0.9865 0.3410
H -0.0403 0.0058 2.6595 0.3109
H 0.4671 -1.6716 1.9348 0.3261
H 1.5923 -0.1979 1.7791 0.3931
H -1.5258 -0.9850 -0.9905 0.3094
H -1.8382 -1.4055 0.6899 0.3445
H -0.2260 -1.9603 -0.1806 0.3861
H 0.0323 0.8700 -2.9449 0.3282

Entry 3:
39
Properties=species:S:1:pos:R:3:mulliken_charge:R:1 method="wB97M-V/def2-TZVPD" multiplicity=1 e_above_lowest_ev=2.5753 total_charge=0
N -2.7549 1.1461 3.7432 -0.6601
C -1.5768 1.9847 3.4360 0.1202
C -0.2544 1.1348 3.2638 -0.9477
C -0.5957 -0.2092 2.5801 0.9163
C -0.0083 -1.4030 2.8593 -0.9727
N -0.4359 -2.3643 1.8944 -0.0601
C -1.1967 -1.6435 1.0367 -0.6654
N -1.3704 -0.3989 1.4395 -0.4292
C -1.7603 2.8986 2.2259 0.3904
O -1.7128 4.1047 2.3617 -0.5932
O -1.9361 2.2865 1.0353 -0.5390
H -3.5825 1.6360 3.7002 0.2834
H -2.7655 0.4163 3.0102 0.3050
H -1.4221 2.6655 4.2972 0.3186
H 0.5058 1.7206 2.7100 0.2691
H 0.0999 0.9258 4.2096 0.4551
H 0.6541 -1.6748 3.6159 0.4981
H -0.0537 -3.2100 1.7509 0.1848
H -1.6752 -2.0591 0.1745 0.6188
H -1.5779 1.2814 1.0132 0.5120
C 2.7681 -2.4028 -2.7314 -1.5712
C 1.2810 -2.0467 -2.8349 0.9339
C 0.2945 -2.7951 -1.9617 -1.5791
C 1.1329 -0.4800 -2.6569 -0.3562
N -0.1669 -0.0761 -3.1493 -0.6892
C 2.2157 0.0900 -3.5433 0.3538
O 2.0890 0.3770 -4.7015 -0.5819
O 3.3776 0.3959 -2.9293 -0.4937
H 3.2259 -1.9450 -1.8615 0.2705
H 3.2998 -2.0854 -3.6294 0.3995
H 2.9124 -3.4652 -2.6413 0.4606
H 0.9415 -2.2378 -3.8657 0.1639
H -0.5884 -2.2000 -1.9902 0.4258
H 0.5995 -2.9271 -0.9351 0.2888
H 0.0497 -3.7134 -2.3671 0.4532
H 1.2587 -0.2082 -1.6336 0.5625
H -0.1285 -0.2435 -4.1781 0.3104
H -0.2717 0.8794 -3.0756 0.2633
H 3.2733 0.2190 -1.9693 0.3808

Entry 4:
17
Properties=species:S:1:pos:R:3:mulliken_charge:R:1 method="wB97M-V/def2-TZVPD" multiplicity=1 e_above_lowest_ev=1.0183 total_charge=0
C 1.2056 -0.6610 -1.3283 -1.1814
C 1.0237 0.1544 -0.0359 0.1820
N 0.4989 -0.4454 1.2041 -0.6070
C 0.3003 1.4993 -0.3922 0.4029
N 0.3386 2.2296 0.7711 -0.3474
O -0.1948 1.7586 -1.4538 -0.5800
H 0.2102 -0.8533 -1.7896 0.2391
H 1.8543 -0.0625 -1.9556 0.3096
H 1.6844 -1.6424 -1.2703 0.3942
H 1.9833 0.5916 0.2231 0.2463
H -0.4943 -0.6411 1.1744 0.2418
H 0.9971 -1.3142 1.3455 0.2491
H 0.1679 3.2221 0.8055 0.2246
H 0.7016 1.9305 1.6575 0.2243
O -2.5928 -3.3036 0.8086 -0.6283
H -3.0537 -3.2625 1.6503 0.3161
H -2.7910 -4.1709 0.4462 0.3142

Entry 5:
45
Properties=species:S:1:pos:R:3:mulliken_charge:R:1 method="wB97M-V/def2-TZVPD" multiplicity=1 total_charge=+1
N -2.7812 -1.5152 5.2082 -0.5414
C -4.0064 -1.0743 4.4346 -0.7366
C -3.7042 -0.0639 3.1773 -0.2839
C -2.7849 -0.7103 1.9806 -0.4926
C -1.7276 0.4404 1.4888 0.0847
C -0.6093 -0.0735 0.4084 -1.1077
C 0.3178 1.1492 -0.1357 0.3414
Cl 2.0261 0.8787 0.6301 -0.2080
C -0.1173 2.6568 0.2514 -0.9266
N -1.4661 2.8797 0.8581 0.0039
C -2.4586 1.7511 0.7563 -0.4675
N -2.9586 1.4586 -0.6407 -0.5852
H -2.1318 -0.7233 5.4251 0.2406
H -2.3128 -2.2649 4.6536 0.2578
H -4.6808 -0.4642 5.2067 0.2954
H -4.6108 -2.0445 4.1277 0.3204
H -3.0971 0.8795 3.5842 0.2215
H -4.7305 0.2595 2.6682 0.2139
H -3.3857 -1.1800 1.0917 0.3151
H -2.1210 -1.5925 2.4345 0.2381
H -1.1383 0.8275 2.4396 0.2061
H -1.1030 -0.6203 -0.5291 0.2713
H 0.0727 -0.8845 0.9271 0.4398
H 0.4809 1.0669 -1.3056 0.3070
H 0.6862 3.1087 1.0100 0.3919
H -0.0375 3.3311 -0.7303 0.2529
H -1.9021 3.7065 0.3516 0.4506
H -1.3544 3.1958 1.8586 0.4610
H -3.4062 2.0690 1.4015 0.4420
H -2.6671 2.2488 -1.2847 0.2766
H -4.0155 1.5703 -0.5958 0.3275
C 3.8974 -2.7612 -3.3694 -0.8077
C 3.7332 -1.8094 -2.4487 0.4034
C 4.2228 -0.4213 -2.6751 0.9217
O 4.0406 0.4366 -1.8185 -0.5394
C 4.9213 -0.1343 -3.9377 -0.9267
C 5.0885 -1.0871 -4.8568 0.3486
C 4.5745 -2.4676 -4.6419 0.8652
O 4.7272 -3.3174 -5.5130 -0.5887
O 5.7463 -0.8249 -6.0445 -0.5529
O 3.1001 -2.0785 -1.2491 -0.5950
H 3.5445 -3.7737 -3.2189 0.4294
H 5.2878 0.8740 -4.0819 0.4270
H 5.7366 -1.6724 -6.5407 0.3540
H 3.1045 -1.2295 -0.7556 0.2512

Entry 6:
136
Properties=species:S:1:pos:R:3:mulliken_charge:R:1 method="wB97M-V/def2-TZVPD" multiplicity=1 e_above_lowest_ev=5.8847 total_charge=0
C -2.7981 -2.3318 -35.3370 -0.7506
O -1.3819 -2.3064 -34.9718 -0.3033
C -1.1215 -1.6293 -33.7022 -0.7098
C -1.3103 -0.0783 -33.9308 0.5207
C -0.5256 0.5510 -35.0444 -1.3644
N -0.9629 0.6509 -32.7114 -0.6918
H -3.3945 -2.6508 -34.4822 0.3186
H -3.0647 -3.0353 -36.1256 0.2757
H -3.2031 -1.3842 -35.6920 0.2794
H -1.7368 -1.9445 -32.8595 0.3157
H -0.0987 -1.7786 -33.3562 0.3338
H -2.3705 -0.0538 -34.1828 0.2063
H -0.7035 1.6233 -34.9619 0.4078
H -1.0027 0.3004 -35.9919 0.3023
H 0.4596 0.1113 -35.1996 0.3522
H -0.9893 1.6556 -32.8114 0.2477
H 0.0263 0.5869 -32.5175 0.2614
C -7.6770 -8.0598 -37.1662 -0.8021
O -7.4098 -9.4536 -37.2992 -0.3073
C -6.2360 -9.6520 -38.0966 -0.6596
C -5.6840 -11.1003 -37.9098 0.2767
C -4.5612 -11.5597 -38.9283 -1.2867
N -6.8952 -11.9995 -37.9727 -0.7826
H -8.6361 -8.1039 -36.6503 0.2804
H -7.7760 -7.4612 -38.0718 0.3142
H -7.0236 -7.5301 -36.4730 0.3078
H -6.4948 -9.5218 -39.1474 0.3280
H -5.4698 -8.8925 -37.9407 0.3990
H -5.2875 -11.0648 -36.8952 0.2779
H -3.9924 -12.4502 -38.6607 0.3411
H -3.7186 -10.8683 -38.9239 0.3474
H -4.9786 -11.8037 -39.9052 0.2955
H -7.5703 -11.6018 -37.3353 0.3827
H -7.2754 -11.8017 -38.8873 0.2875
C 1.5497 6.9444 -31.7596 -0.7935
O 1.6823 5.9068 -30.8554 -0.2622
C 2.8744 5.9970 -30.0199 -0.6866
C 2.9041 4.8221 -28.9923 0.4320
C 1.6769 4.8318 -27.8830 -1.1573
N 4.1718 4.7730 -28.3120 -0.6802
H 1.2171 7.8712 -31.2922 0.3109
H 0.7816 6.5712 -32.4370 0.2459
H 2.3776 7.2426 -32.4029 0.3151
H 3.7714 5.8613 -30.6242 0.3225
H 2.8815 6.9566 -29.5029 0.3496
H 2.8291 3.9354 -29.6218 0.1880
H 1.9105 4.0670 -27.1424 0.3414
H 0.7763 4.5543 -28.4308 0.3022
H 1.4011 5.7065 -27.2939 0.3006
H 4.8793 5.2110 -28.8844 0.2154
H 4.4237 3.8229 -28.0800 0.2541
C 5.7834 -3.8129 -31.1223 -0.7667
O 5.0318 -2.6658 -30.8736 -0.2569
C 5.6513 -1.8188 -29.9260 -0.7470
C 5.2105 -2.1569 -28.4422 0.7073
C 3.7074 -2.0183 -28.1149 -1.4162
N 5.8718 -1.2016 -27.6006 -0.6617
H 6.7355 -3.6332 -31.6218 0.2998
H 5.2606 -4.3887 -31.8860 0.2767
H 5.9669 -4.4676 -30.2704 0.2884
H 6.7370 -1.7214 -29.9284 0.3949
H 5.3365 -0.8234 -30.2394 0.3006
H 5.4657 -3.1680 -28.1251 0.1499
H 3.3585 -1.0176 -28.3696 0.3235
H 3.3941 -2.1967 -27.0863 0.3713
H 3.1200 -2.6468 -28.7843 0.3059
H 6.8492 -1.2083 -27.8552 0.1950
H 5.7702 -1.3705 -26.6100 0.2367
C -6.1076 -6.6599 -29.9191 -0.7682
O -5.3848 -7.2964 -28.9085 -0.3707
C -4.4724 -6.4341 -28.1923 -0.7373
C -3.6372 -7.1878 -27.1812 0.4102
C -4.4204 -7.3882 -25.8645 -1.3889
N -2.5103 -6.2824 -26.8928 -0.7267
H -5.4629 -6.0966 -30.5938 0.3054
H -6.8180 -5.9339 -29.5239 0.3044
H -6.5706 -7.3467 -30.6276 0.2814
H -3.9959 -5.9322 -29.0344 0.4647
H -4.9796 -5.6833 -27.5863 0.2596
H -3.2957 -8.1196 -27.6320 0.3830
H -5.3668 -7.9017 -26.0337 0.3518
H -4.6979 -6.5050 -25.2891 0.3218
H -3.7068 -7.9676 -25.2787 0.3428
H -2.7842 -5.3124 -26.9591 0.2862
H -1.9101 -6.4371 -27.6903 0.2791
C 2.2101 -8.8497 -29.6093 -0.8464
O 1.2442 -8.1633 -30.4686 -0.2963
C 0.8776 -9.1254 -31.5038 -0.7647
C 0.0150 -8.3583 -32.5072 0.7141
C -0.7837 -9.3098 -33.4358 -1.5586
N 0.8100 -7.4710 -33.3038 -0.7853
H 3.1656 -9.0190 -30.1057 0.3240
H 1.8392 -9.8071 -29.2435 0.3176
H 2.3445 -8.3996 -28.6257 0.2991
H 1.7688 -9.5854 -31.9309 0.4024
H 0.3326 -9.9176 -30.9904 0.3588
H -0.7923 -7.8483 -31.9816 0.1723
H -1.2722 -10.0447 -32.7959 0.3668
H -0.1660 -9.8364 -34.1633 0.3700
H -1.5352 -8.8807 -34.0986 0.3890
H 0.1655 -6.9234 -33.8559 0.2665
H 1.1217 -6.7163 -32.7094 0.2712
C -5.5055 2.2578 -25.5790 -0.7072
O -5.1339 0.8596 -25.5611 -0.3840
C -5.6010 0.0340 -26.6148 -0.7020
C -4.9357 0.2779 -27.9368 0.6069
C -5.6246 -0.3304 -29.2438 -1.2048
N -3.5541 -0.1749 -27.9101 -0.7633
H -4.8191 2.8634 -26.1708 0.2540
H -5.4490 2.6514 -24.5641 0.2510
H -6.5059 2.4032 -25.9866 0.3342
H -5.3907 -1.0044 -26.3586 0.3044
H -6.6821 0.1727 -26.6224 0.3804
H -4.8244 1.3602 -28.0029 0.2339
H -5.8527 -1.3963 -29.2413 0.2636
H -4.8977 -0.0727 -30.0140 0.3068
H -6.5886 0.1516 -29.4068 0.3432
H -2.9624 0.3186 -27.2571 0.2788
H -3.1020 0.3026 -28.6767 0.2021
C 1.2848 -5.3875 -39.6726 -0.6980
O 1.6991 -4.3506 -40.4971 -0.3333
C 1.9345 -3.0532 -39.8808 -0.7453
C 2.8401 -2.2116 -40.7572 0.6593
C 3.3822 -0.9396 -40.1086 -1.3707
N 2.3111 -1.8248 -42.0372 -0.8177
H 0.5959 -5.0659 -38.8916 0.2870
H 2.1813 -5.8276 -39.2360 0.2819
H 0.8556 -6.0854 -40.3916 0.2444
H 1.0080 -2.5701 -39.5705 0.3650
H 2.4569 -3.2963 -38.9555 0.3554
H 3.6912 -2.8460 -41.0044 0.1873
H 2.6402 -0.1971 -39.8151 0.3253
H 4.1594 -0.4450 -40.6913 0.3641
H 3.9907 -1.2885 -39.2742 0.3721
H 1.9109 -2.6183 -42.5172 0.2767
H 3.0195 -1.6157 -42.7261 0.2479

How do the records compare in LUMO energy? In the order shown, they have 0.58 -4.81 0.09 0.75 -3.70 0.17 eV.
How do the records compare in highest occupied orbital energy? In the order shown, they have -8.67 -15.78 -9.15 -9.45 -11.59 -9.13 eV.
How do the records compare in strongest force on any atom? In the order shown, they have 0.0720 0.0580 0.1184 0.0599 0.0705 0.0527 hartree/bohr.